The following is a quantum chemistry calculation of a structure of composition C5H3NO2, from the OMol25 dataset.

Structure (XYZ):
```
11
Properties=species:S:1:pos:R:3
C 0.566 1.213 0.388
C 1.121 0.641 -1.073
C 0.139 -0.285 -0.827
C -0.484 -1.482 -0.890
C -0.430 0.190 0.410
H 0.878 1.078 -2.125
H 2.143 0.224 -0.566
H -0.214 -2.295 -1.702
N -1.094 -0.594 1.074
O 1.202 2.089 1.040
O -1.279 -1.653 0.063
```

As for the largest force on an atom: 9.010 eV/Å. The calculation puts the molar mass at 109.08 u. Its spin multiplicity is 1. As for the highest occupied orbital energy: -9.825 eV. The energy relative to the best compared isomer or geometry (same formula, charge and spin) comes out at 511.95 kJ/mol. The charge is 0.

The following is a quantum chemistry calculation of a cluster of 2 separate species, CHClF2OS2 in total, from the OMol25 dataset.

Structure (XYZ):
```
8
Properties=species:S:1:pos:R:3
C 0.426 -0.456 -0.089
O 1.228 1.336 -1.946
F 0.669 -1.670 -0.631
F 0.605 -0.570 1.231
S 4.261 -0.952 0.334
S 1.795 0.772 -0.791
Cl 1.617 1.969 0.792
H -0.402 0.011 -0.480
```

As for the largest force on an atom: 4.328 eV/Å. The calculation puts the molar mass at 166.60 u. Its spin multiplicity is 1. As for the highest occupied orbital energy (spin up / spin down): -9.978 / -9.972 eV. The energy relative to the best compared isomer or geometry (same formula, charge and spin) comes out at 345.13 kJ/mol. The charge is 0.

The following is a quantum chemistry calculation of an isolated molecule of CH2F3P, from the OMol25 dataset.

Structure (XYZ):
```
7
Properties=species:S:1:pos:R:3
F 1.180 -1.423 -0.421
C 0.695 -0.181 -0.122
P -1.134 -0.096 -0.481
F -1.696 -0.372 1.183
F -1.167 1.504 -0.319
H 1.210 0.540 -0.772
H 0.910 0.029 0.933
```

As for the largest force on an atom: 3.753 eV/Å. The calculation puts the molar mass at 102.00 u. The structure (SMILES) is FCP(F)F. Its spin multiplicity is 1. As for the highest occupied orbital energy: -10.772 eV. The energy relative to the best compared isomer or geometry (same formula, charge and spin) comes out at 24.16 kJ/mol. The charge is 0.

The following is a quantum chemistry calculation of a structure of composition CH28O15, from the OMol25 dataset.

Structure (XYZ):
```
44
Properties=species:S:1:pos:R:3
O 0.209 -2.154 -1.030
C -1.018 -2.153 -1.209
O -1.709 -1.364 -1.946
H -1.627 -2.973 -0.829
H -1.012 1.642 -2.459
H 1.935 -0.157 3.526
H 0.448 -0.642 3.769
O 1.063 0.122 3.837
H 0.872 -0.075 -3.004
H 1.079 -1.255 -2.080
O 1.602 -0.592 -2.623
H 3.590 0.143 0.230
H 3.227 -1.035 1.046
O 3.492 -0.093 1.166
H 2.862 1.648 -1.375
H 1.713 0.782 -1.801
O 1.902 1.719 -1.417
H 0.971 0.677 2.539
H 2.026 0.481 1.288
O 1.029 0.601 1.461
H -1.967 -0.220 0.865
H -0.461 -0.378 1.056
O -1.298 -0.791 1.313
H 0.570 2.274 -0.684
H 0.644 1.619 1.093
O 0.352 2.556 0.227
H -0.597 2.750 0.279
H -1.974 2.464 -1.567
O -1.045 2.267 -1.703
H -1.141 0.375 -4.478
H -1.210 -0.406 -3.185
O -0.809 0.424 -3.573
H -2.790 1.679 0.611
H -3.124 3.073 1.053
O -2.352 2.523 0.863
H -0.941 -1.579 2.631
H -1.712 -1.834 3.951
O -0.821 -1.749 3.609
H 1.567 -2.476 0.019
H 2.440 -3.265 1.023
O 2.266 -2.381 0.688
H -3.802 -0.346 -0.228
H -2.457 -0.157 -1.145
O -3.000 0.174 -0.346
```

As for the largest force on an atom: 2.411 eV/Å. The calculation puts the molar mass at 280.22 u. Its spin multiplicity is 1. As for the highest occupied orbital energy: -10.083 eV. The charge is 0.

The following is a quantum chemistry calculation of a structure of composition H24HeO12, from the OMol25 dataset.

Structure (XYZ):
```
37
Properties=species:S:1:pos:R:3
He 0.176 0.036 0.092
O 3.601 -0.785 0.364
H 4.266 -0.421 0.948
H 4.046 -1.500 -0.091
O -2.295 3.377 -0.341
H -2.130 2.570 -0.829
H -1.856 4.059 -0.849
O 0.313 1.682 -2.109
H 1.077 1.659 -1.533
H 0.644 1.389 -2.958
O 1.351 -2.508 1.223
H 2.044 -1.915 0.933
H 1.814 -3.222 1.660
O -0.712 -0.595 3.105
H -0.274 -1.128 2.442
H -0.259 0.247 3.073
O -2.394 1.150 -2.005
H -1.447 1.214 -2.131
H -2.767 1.693 -2.699
O 0.722 -1.973 -2.951
H 1.012 -2.836 -3.247
H -0.012 -1.756 -3.526
O -3.179 -0.884 -0.147
H -3.067 -0.179 -0.785
H -2.418 -1.450 -0.279
O -0.935 -2.538 -0.786
H -0.338 -2.687 -0.052
H -0.370 -2.230 -1.495
O 1.785 1.508 2.508
H 2.108 1.021 3.266
H 1.568 2.374 2.854
O 2.526 1.598 -0.377
H 2.083 1.758 0.457
H 2.864 0.706 -0.301
O -3.500 0.353 2.347
H -3.346 0.145 1.426
H -2.703 0.067 2.794
```

As for the largest force on an atom: 1.105 eV/Å. The calculation puts the molar mass at 220.18 u. Its spin multiplicity is 1. As for the highest occupied orbital energy: -9.083 eV. The energy relative to the best compared isomer or geometry (same formula, charge and spin) comes out at 61.96 kJ/mol. The charge is 0.